Entry 1:
{
  "formula": "C7H26NO8",
  "method": "ωB97M-V/def2-TZVPD",
  "homo_lumo_gap_ev": 2.45,
  "charge": -1,
  "e_lumo_ha": 0.066,
  "spin_multiplicity": 1,
  "elements": ["N", "H", "H", "H", "H", "C", "O", "O", "O", "O", "H", "H", "O", "H", "H", "O", "H", "H", "C", "C", "C", "O", "H", "H", "H", "H", "H", "H", "H", "H", "C", "C", "C", "O", "H", "H", "H", "H", "H", "H", "H", "H"],
  "xyz": [[11.53, 2.96, 17.28], [12.49, 3.05, 17.57], [10.95, 3.66, 17.71], [11.22, 2.04, 17.56], [11.48, 3.06, 16.27], [8.44, 4.77, 18.05], [9.45, 4.62, 17.38], [7.88, 5.90, 17.92], [7.93, 4.09, 18.91], [8.68, 2.84, 15.23], [9.55, 2.79, 14.83], [8.84, 3.26, 16.08], [11.65, 3.19, 14.61], [11.30, 2.67, 13.89], [12.47, 3.55, 14.27], [10.41, 0.72, 18.04], [9.51, 0.89, 18.33], [10.53, -0.22, 18.16], [12.28, 2.81, 21.62], [10.76, 2.57, 21.39], [9.95, 2.83, 22.67], [10.49, 3.52, 20.37], [12.71, 2.58, 20.65], [12.79, 2.22, 22.38], [12.50, 3.84, 21.88], [10.63, 1.55, 21.04], [10.18, 3.89, 22.82], [10.25, 2.24, 23.54], [8.91, 2.63, 22.45], [9.56, 3.52, 20.13], [14.30, 5.24, 18.86], [15.11, 3.98, 18.62], [15.62, 3.31, 19.89], [14.19, 3.07, 18.04], [14.91, 6.04, 19.27], [13.50, 5.10, 19.59], [13.81, 5.53, 17.93], [15.96, 4.15, 17.96], [16.50, 3.81, 20.31], [15.89, 2.26, 19.80], [14.86, 3.27, 20.67], [14.64, 2.24, 17.90]]
}

Entry 2:
{
  "formula": "C3H7NO3",
  "method": "ωB97M-V/def2-TZVPD",
  "homo_lumo_gap_ev": 9.04,
  "charge": 0,
  "e_lumo_ha": 0.014,
  "spin_multiplicity": 1,
  "elements": ["C", "C", "N", "C", "O", "O", "O", "H", "H", "H", "H", "H", "H", "H"],
  "xyz": [[0.37, -0.79, 1.35], [-0.21, 0.92, -0.28], [0.89, 0.48, -1.13], [-1.46, -0.50, -0.02], [-0.38, -1.65, 0.75], [1.64, -0.65, 1.08], [-2.48, -0.27, 0.57], [1.70, -0.51, 0.08], [0.05, -0.37, 2.30], [1.46, 1.25, -1.48], [0.56, -0.05, -1.93], [-1.35, -0.92, -1.02], [-0.95, 1.53, -0.81], [0.16, 1.54, 0.54]]
}

Entry 3:
{
  "formula": "C21H22N4O4TcTe",
  "method": "ωB97M-V/def2-TZVPD",
  "homo_lumo_gap_ev": [6.16, 6.16],
  "charge": 1,
  "e_lumo_ha": [-0.172, -0.171],
  "spin_multiplicity": 1,
  "elements": ["Tc", "C", "C", "N", "C", "N", "C", "C", "C", "N", "C", "H", "H", "H", "H", "H", "H", "H", "H", "H", "H", "H", "H", "H", "Te", "O", "C", "O", "C", "C", "C", "C", "C", "C", "N", "O", "O", "H", "H", "H", "H", "C", "C", "C", "C", "C", "C", "C", "H", "H", "H", "H", "H"],
  "xyz": [[-0.81, 0.00, -1.56], [-0.46, 4.29, 0.12], [-0.54, 3.91, -1.34], [-1.28, 2.64, -1.48], [-2.05, 2.12, -0.48], [-2.42, 0.85, -0.66], [-3.36, 0.30, 0.31], [-2.87, 0.67, 1.71], [-2.85, 2.18, 1.84], [-2.32, 2.82, 0.62], [-1.85, 4.21, 0.72], [-0.05, 5.30, 0.21], [0.21, 3.61, 0.65], [0.44, 3.78, -1.79], [-1.07, 4.68, -1.90], [-1.58, 2.40, -2.42], [-3.42, -0.77, 0.16], [-4.35, 0.73, 0.13], [-1.86, 0.27, 1.84], [-3.51, 0.24, 2.48], [-2.23, 2.49, 2.67], [-3.86, 2.57, 2.01], [-1.85, 4.47, 1.78], [-2.55, 4.87, 0.21], [-1.56, -0.31, -3.88], [0.58, 0.82, 0.10], [1.51, 0.34, -0.60], [1.26, 0.05, -1.82], [2.83, 0.00, -0.02], [3.12, 0.36, 1.29], [4.35, 0.02, 1.85], [5.28, -0.68, 1.10], [4.96, -1.03, -0.20], [3.75, -0.71, -0.79], [5.95, -1.78, -1.01], [7.00, -2.06, -0.47], [5.63, -2.08, -2.14], [2.39, 0.90, 1.86], [4.58, 0.31, 2.86], [6.24, -0.96, 1.50], [3.54, -0.99, -1.81], [-0.93, -1.57, -1.01], [-1.10, -2.94, -0.63], [-0.09, -3.58, 0.09], [-0.25, -4.91, 0.43], [-1.40, -5.59, 0.05], [-2.40, -4.95, -0.67], [-2.26, -3.62, -1.02], [0.80, -3.04, 0.37], [0.52, -5.42, 0.99], [-1.52, -6.63, 0.32], [-3.29, -5.49, -0.97], [-3.01, -3.11, -1.60]]
}

Entry 4:
{
  "formula": "C6H6N2",
  "method": "ωB97M-V/def2-TZVPD",
  "homo_lumo_gap_ev": 8.81,
  "charge": 0,
  "e_lumo_ha": 0.035,
  "spin_multiplicity": 1,
  "elements": ["C", "C", "C", "C", "C", "C", "H", "H", "H", "H", "H", "H", "N", "N"],
  "xyz": [[1.79, 0.59, 1.10], [1.66, 0.79, -0.21], [0.32, 0.16, -0.64], [-1.72, -0.59, -1.11], [-1.56, -0.94, 0.22], [-0.24, -0.38, 0.46], [2.55, 1.22, 1.86], [2.34, 1.40, -0.76], [-0.40, 0.10, -2.65], [-2.52, -0.89, -1.74], [-2.29, -1.28, 1.02], [-0.07, 0.14, 2.58], [-0.55, -0.12, -1.69], [0.68, -0.20, 1.57]]
}

Number 1: largest force on an atom 8.0 eV/Å, DFT total energy -25549.772 eV. Number 2: largest force on an atom 3.3 eV/Å, DFT total energy -10853.924 eV. Number 3: largest force on an atom 1.1 eV/Å, DFT total energy -45768.118 eV. Number 4: largest force on an atom 5.6 eV/Å, DFT total energy -9296.342 eV.